Run w
ORCA calculation (ωB97M-V/def2-TZVPD) on a 2-piece molecular cluster, C3H5I2N overall.

Calculated values
Total charge: 0
HOMO (alpha / beta) (eV): -8.30 / -8.30
HOMO-LUMO gap (alpha / beta) (hartree): 0.2705 / 0.2705

CARTESIAN COORDINATES (ANGSTROEM)
C: 1.145 -0.638 -0.530
C: 1.022 0.688 0.299
C: 0.010 -0.303 0.282
N: -1.927 0.185 -0.598
I: -2.787 -1.547 0.102
I: -2.809 1.891 0.016
H: 1.100 -0.505 -1.583
H: 1.784 -1.434 -0.244
H: 1.635 0.695 1.144
H: 1.017 1.699 -0.196
H: -0.191 -0.731 1.308

Here are the Mulliken charges for atoms 1 to 4, given in e:
1 C -0.53
2 C -0.65
3 C 0.23
4 N -0.65

***

Run x
ORCA calculation (ωB97M-V/def2-TZVPD) on C3H5I2N as an isolated structure.

Calculated values
Total charge: 0
HOMO (eV): -8.74
HOMO-LUMO gap (hartree): 0.2886

CARTESIAN COORDINATES (ANGSTROEM)
C: 0.182 0.478 -1.186
C: 0.192 1.126 0.206
C: 0.426 -0.378 0.040
N: -0.921 -1.100 0.563
I: -1.236 -2.796 -0.489
I: -0.741 -1.056 2.623
H: -0.661 0.470 -1.782
H: 1.242 0.740 -1.643
H: 0.971 1.829 0.623
H: -0.853 1.285 0.667
H: 1.398 -0.599 0.376

Here are the Mulliken charges for atoms 1 to 4, given in e:
1 C -0.55
2 C -0.42
3 C -0.04
4 N -0.65

***

Run y
ORCA calculation (ωB97M-V/def2-TZVPD) on C3H5I2N as an isolated structure.

Calculated values
Total charge: 0
HOMO (eV): -8.58
HOMO-LUMO gap (hartree): 0.2834

CARTESIAN COORDINATES (ANGSTROEM)
C: -0.906 -0.837 -0.079
C: -1.184 0.551 0.376
C: 0.013 0.252 -0.472
N: 1.541 0.197 0.321
I: 2.466 -1.573 -0.055
I: 2.695 1.909 -0.066
H: -0.773 -1.572 0.742
H: -1.314 -1.299 -0.902
H: -1.957 1.244 0.244
H: -0.730 0.669 1.352
H: 0.148 0.460 -1.461

Here are the Mulliken charges for atoms 1 to 4, given in e:
1 C -0.70
2 C -0.52
3 C -0.02
4 N -0.65

***

Computed energies relative to the best structure, in hartree: run w 0.0676; run x 0.0000; run y 0.0050